{
  "formula": "C7H14NP",
  "method": "ωB97M-V/def2-TZVPD",
  "species": ["C", "C", "C", "C", "C", "C", "C", "N", "P", "H", "H", "H", "H", "H", "H", "H", "H", "H", "H", "H", "H", "H", "H"],
  "coordinates": [[1.03489, 2.36106, 0.32120], [2.00271, 1.88535, -0.40308], [-0.23930, 1.61471, 0.49674], [-2.46601, -0.22388, -0.33697], [1.31597, -2.28069, 0.10117], [-1.37938, 0.50482, -1.10847], [1.90728, -0.89858, 0.39158], [-0.19545, 0.41232, -0.32150], [1.31028, 0.10258, -1.08983], [1.15652, 3.44176, 0.73397], [2.91119, 2.35315, -0.78491], [-0.37683, 1.56206, 1.61902], [-0.89606, 2.40718, 0.21409], [-2.24368, -1.27491, -0.37235], [-2.46580, 0.16010, 0.68882], [-3.31709, 0.11264, -0.68458], [1.57202, -3.01789, 0.99661], [0.18540, -2.05362, 0.06025], [1.82115, -2.74790, -0.87154], [-1.10149, -0.04386, -2.03535], [-1.78605, 1.49047, -1.39438], [2.92802, -0.79784, 0.38180], [1.54512, -0.28324, 1.14429]],
  "lowdin_spin": [0.3683, 0.3362, 0.0807, 0.0036, 0.0363, 0.0260, 0.2061, 0.1426, 0.6136, 0.0221, 0.0301, 0.0528, 0.0198, 0.0006, 0.0013, 0.0001, 0.0061, 0.0056, 0.0098, 0.0131, 0.0050, 0.0094, 0.0107],
  "multiplicity": 3,
  "e_homo_ha": [-0.12628, -0.32475],
  "de_lowest_kj_mol": 295.48,
  "orbital_gap_ha": [0.165, 0.214],
  "energy_ha": -670.9263,
  "total_charge": 0
}

{
  "formula": "C7H14NS",
  "method": "ωB97M-V/def2-TZVPD",
  "species": ["C", "C", "C", "C", "C", "C", "C", "N", "S", "H", "H", "H", "H", "H", "H", "H", "H", "H", "H", "H", "H", "H", "H"],
  "coordinates": [[1.58469, -1.01232, 0.24114], [0.66909, -0.38070, -0.22175], [2.65614, -1.85422, 0.77158], [-2.76115, -0.32603, -0.15214], [-1.24021, 0.19903, 1.60509], [1.69627, 1.88896, -1.82569], [-0.41668, 0.54753, -0.64494], [-1.60663, 0.51181, 0.29053], [0.21552, 2.26306, -0.76260], [3.42799, -1.22345, 1.23853], [3.08273, -2.24185, -0.07934], [2.11979, -2.54418, 1.53137], [-2.46299, -1.30809, -0.39127], [-3.34937, -0.49370, 0.69081], [-3.30808, 0.01656, -0.96345], [-1.13498, -0.88564, 1.78032], [-0.40094, 0.64605, 2.08208], [-2.08693, 0.56319, 2.20685], [2.71654, 2.18093, -1.42666], [1.37779, 2.49960, -2.67244], [1.58389, 0.79105, -1.83193], [-0.89772, -0.16836, -1.88208], [-1.75638, 1.51631, 0.29761]],
  "mulliken_charge": [1.0228, -0.9150, -1.2901, -1.0065, -1.0931, -0.7073, -0.0138, 0.0975, -0.0732, 0.3289, 0.3507, 0.2900, 0.4618, 0.4159, 0.3945, 0.4439, 0.3403, 0.4465, 0.2950, 0.3712, 0.2177, 0.2986, 0.3235],
  "e_homo_ha": -0.47263,
  "de_lowest_kj_mol": 378.45,
  "orbital_gap_ha": 0.357,
  "energy_ha": -727.6382,
  "total_charge": 1
}

{
  "formula": "C7H14O",
  "method": "ωB97M-V/def2-TZVPD",
  "species": ["C", "C", "C", "C", "C", "C", "C", "O", "H", "H", "H", "H", "H", "H", "H", "H", "H", "H", "H", "H", "H", "H"],
  "coordinates": [[0.05424, 0.19608, 0.75840], [1.37555, 0.51641, 0.48308], [0.11396, -0.54344, -1.03004], [1.12318, -0.63717, 1.41003], [-1.24531, 0.78531, 1.14459], [-0.85511, -1.70965, -0.95099], [-0.32509, 0.54517, -1.98736], [1.35444, 1.92720, 1.65697], [2.00586, 1.87969, 2.37316], [2.07127, 0.88366, -0.25095], [1.09010, -0.93404, -1.32867], [1.28628, -1.65643, 1.07498], [1.31071, -0.47687, 2.46373], [-1.21298, 1.05142, 2.20227], [-1.45089, 1.69317, 0.57786], [-2.05598, 0.06827, 0.98266], [-0.90704, -2.21403, -1.92313], [-1.86743, -1.38311, -0.70084], [-0.53821, -2.45689, -0.22014], [-0.40343, 0.14895, -3.00610], [0.38406, 1.37592, -2.00951], [-1.30818, 0.94041, -1.72000]],
  "mulliken_charge": [1.0080, -0.2307, 0.1761, -0.6936, -1.4512, -1.3457, -1.3941, -0.7053, 0.2353, 0.4366, 0.4069, 0.1764, 0.2756, 0.3830, 0.3163, 0.3098, 0.4332, 0.2729, 0.3168, 0.4376, 0.3318, 0.3043],
  "e_homo_ha": -0.31980,
  "de_lowest_kj_mol": 460.60,
  "orbital_gap_ha": 0.353,
  "energy_ha": -350.1840,
  "total_charge": 0
}

{
  "formula": "C7H14O",
  "method": "ωB97M-V/def2-TZVPD",
  "species": ["C", "C", "C", "C", "C", "C", "C", "O", "H", "H", "H", "H", "H", "H", "H", "H", "H", "H", "H", "H", "H", "H"],
  "coordinates": [[1.21038, 0.32223, -1.24981], [-0.15024, 0.32299, 0.54419], [1.15320, 1.74492, -1.73730], [-1.49159, 0.85971, 0.11893], [-0.84089, -0.94695, 2.64759], [0.07980, -1.01079, 0.65088], [0.29081, -2.22282, 0.22894], [0.98572, -0.61841, -2.25978], [0.16594, -0.39109, -2.71441], [2.14605, 0.05970, -0.76145], [0.46221, 0.97456, 1.16030], [0.17133, 1.98715, -2.15600], [1.35506, 2.44298, -0.92449], [1.88672, 1.92282, -2.53608], [-1.36549, 1.75997, -0.48437], [-2.04984, 0.12096, -0.45349], [-2.07114, 1.14380, 0.99787], [-1.14597, 0.00551, 3.07156], [-0.00517, -1.38369, 3.18659], [-1.68501, -1.61706, 2.51099], [0.10997, -3.07212, 0.87437], [0.78816, -2.40435, -0.71504]],
  "mulliken_charge": [-0.0581, 0.2995, -1.2807, -1.2232, -1.2692, 0.0895, -0.8033, -0.5064, 0.3320, 0.4506, 0.2613, 0.3133, 0.3159, 0.3534, 0.3606, 0.3064, 0.3740, 0.3735, 0.3875, 0.3323, 0.2851, 0.3062],
  "e_homo_ha": [-0.23789, -0.23785],
  "de_lowest_kj_mol": 598.15,
  "orbital_gap_ha": [0.270, 0.270],
  "energy_ha": -350.1316,
  "total_charge": 0
}

{
  "formula": "C7H14O",
  "method": "ωB97M-V/def2-TZVPD",
  "species": ["C", "C", "C", "C", "C", "C", "C", "H", "H", "H", "H", "H", "H", "H", "H", "H", "H", "H", "H", "H", "H", "O"],
  "coordinates": [[2.78146, -0.90678, -0.84917], [1.46639, -0.20373, -0.68938], [0.40224, -0.60160, -1.71301], [-0.95514, -0.16133, -1.25301], [-1.47142, 1.02009, -0.93330], [-2.72029, -1.76135, -0.72243], [-1.97657, -1.12394, -1.61920], [2.73206, -1.92147, -1.48872], [3.33060, -0.95625, 0.15634], [3.57975, -0.51176, -1.45193], [1.00715, -0.63929, 0.23118], [1.59441, 0.91343, -0.43251], [0.38811, -1.73764, -1.87960], [0.48667, 0.02615, -2.65849], [-0.75952, 1.79616, -0.53677], [-2.47576, 1.35436, -1.12773], [-3.07875, -1.49967, 0.24692], [-3.50317, -2.39635, -1.24467], [-1.81116, -1.43820, -2.69698], [1.80782, 3.66439, 5.72130], [1.69560, 2.12813, 5.74408], [1.23078, 2.95624, 6.01182]],
  "lowdin_spin": [0.0084, 0.0207, 0.0339, 0.2443, 0.4385, 0.1228, 0.0606, 0.0005, 0.0016, 0.0006, 0.0003, -0.0005, 0.0011, 0.0102, 0.0154, 0.0189, 0.0068, 0.0042, 0.0117, 0.0000, 0.0000, 0.0000],
  "multiplicity": 2,
  "e_homo_ha": [-0.49065, -0.49065],
  "de_lowest_kj_mol": 298.49,
  "orbital_gap_ha": [0.322, 0.174],
  "energy_ha": -349.9036,
  "total_charge": 1
}

{
  "formula": "C7H14O2",
  "method": "ωB97M-V/def2-TZVPD",
  "species": ["C", "C", "C", "C", "C", "C", "C", "O", "O", "H", "H", "H", "H", "H", "H", "H", "H", "H", "H", "H", "H", "H", "H"],
  "coordinates": [[-0.04716, 0.64768, -0.08495], [0.89404, -1.71898, -0.55131], [1.16308, 1.14740, 0.71643], [-1.33852, 1.30221, 0.42594], [0.13707, 1.03781, -1.56087], [-0.40747, -1.39221, 1.49567], [-0.22625, -0.91921, 0.03887], [0.91275, -1.93899, -1.81120], [-1.20160, -1.43737, -0.79694], [-0.08713, -1.63345, -2.04250], [1.64095, -2.26338, 0.03073], [2.08888, 0.66085, 0.39448], [1.29447, 2.22076, 0.56368], [1.04574, 0.97972, 1.78710], [-1.44163, 1.21029, 1.50763], [-1.34024, 2.36720, 0.18374], [-2.20482, 0.83643, -0.04649], [1.08021, 0.66999, -1.97110], [-0.68874, 0.65903, -2.16421], [0.14761, 2.12493, -1.65762], [-1.32971, -0.97475, 1.89188], [-0.51379, -2.47785, 1.50598], [0.42224, -1.10811, 2.14505]],
  "mulliken_charge": [2.0853, -0.4128, -1.7598, -1.9154, -1.9636, -1.9780, 1.4477, -0.4156, -0.9307, 0.5037, 0.4385, 0.3682, 0.4306, 0.3955, 0.3755, 0.4645, 0.3946, 0.4135, 0.3437, 0.5057, 0.3623, 0.4663, 0.3806],
  "e_homo_ha": -0.31430,
  "de_lowest_kj_mol": 254.23,
  "orbital_gap_ha": 0.293,
  "energy_ha": -425.5084,
  "total_charge": 0
}